Record 1
81
Properties=species:S:1:pos:R:3 method="wB97M-V/def2-TZVPD" mol_weight_g_mol=680.497 fmax_ha_per_bohr=0.034 orbital_gap_ev=3.66 e_homo_ev=-6.9 de_lowest_kcal_mol=0.0 multiplicity=1
H 3.0096 3.6108 -0.2350
C -2.6657 4.0526 -1.7837
H 2.9108 6.1305 -0.4783
C 1.0641 3.3307 -1.1203
C 7.1893 -4.9479 4.2493
O -0.5126 1.7688 3.6929
H 3.7859 -6.8447 3.3227
H -3.8166 5.4381 1.1610
C -0.0523 3.8580 -1.7754
H 7.5521 -4.4980 3.3111
C -3.1238 -6.8935 -0.8090
H -3.8226 -7.7074 -1.0172
C -3.4563 4.8671 -2.6164
H -1.4222 -8.1914 -0.5467
H -4.6296 -5.3390 -0.9974
C -2.0889 2.6688 -6.5200
C 2.1494 4.1079 -0.6984
C 0.7208 -3.8522 0.8591
F -3.2971 4.8448 -3.9789
C 2.1114 5.4962 -0.8589
C 2.6449 -3.7407 2.4407
H -5.1508 6.8718 -0.4445
H 0.9482 7.1446 -1.6861
H 1.7133 -2.0365 4.3443
F 0.7590 3.2933 -4.3433
B -1.3986 3.0551 -2.1907
H 1.1817 -4.8103 0.6076
H -4.8467 6.4615 -2.9171
O 5.9640 -5.6834 4.0185
H -0.0075 3.2291 -6.7756
C 0.0596 5.2233 -2.0587
C 4.8791 -4.9882 3.5863
C -3.0745 2.3023 -5.5964
F -1.9406 3.8536 0.4455
H 0.0926 -6.3810 0.1786
C 0.6788 -0.8027 1.3086
F 1.1263 1.9730 -0.8848
C -3.7612 5.2949 0.0841
H 5.7491 -2.9763 3.7135
C -1.4999 2.6939 -3.7504
C -0.7969 2.9491 -6.0822
C 1.2649 -1.3713 3.6039
H 0.8085 -0.9562 0.2268
C -1.1648 2.6592 2.7697
C 0.7306 -0.1852 4.0612
H 0.7648 0.1295 5.1094
C -0.5212 2.9492 -4.7169
C 2.6786 -5.1416 2.6108
H -2.3604 2.7656 -7.5778
H -4.1065 2.1166 -5.8807
H -2.1138 2.2214 2.4228
C 1.1564 -1.7583 2.2274
C 1.0341 6.0704 -1.5381
H -3.0282 -3.4827 -0.5023
H 7.8858 -5.7078 4.6052
C 4.8766 -3.5794 3.4280
C 0.0112 0.3283 1.7531
H 7.0464 -4.1745 5.0204
C 1.4876 -3.1120 1.8002
C -1.7753 -7.1565 -0.5207
H -1.3381 3.5735 3.3394
C 3.7584 -2.9771 2.8872
H -0.5296 0.9480 1.0277
C -2.6984 -4.5172 -0.5130
C -1.3453 -4.7487 -0.1483
H -1.3979 1.9160 -1.6378
F -3.6932 1.8554 -3.3528
F -0.7629 5.7498 -3.0297
C -4.4962 6.0796 -0.8080
C -2.8606 4.3646 -0.4417
H -0.9929 -2.6375 0.3141
H 1.8017 -5.7311 2.3314
H 3.7519 -1.8888 2.8050
C -2.7241 2.2463 -4.2501
C -0.5264 -3.6314 0.3008
C -4.3362 5.8549 -2.1708
C 3.7589 -5.7665 3.1852
C 0.0533 0.6534 3.1462
H -0.5252 2.8928 1.9068
C -0.9149 -6.1136 -0.1532
C -3.5830 -5.5639 -0.7994


Record 2
69
Properties=species:S:1:pos:R:3 method="wB97M-V/def2-TZVPD" mol_weight_g_mol=362.501 fmax_ha_per_bohr=0.048 orbital_gap_ev=10.31 e_homo_ev=-10.1 smiles=CCO.CCO.CCO.CCO.CCO.CCO.CO.O.O.O de_lowest_kcal_mol=74.1 multiplicity=1
O -23.0372 -17.9006 -1.8346
O -20.4974 -16.1138 4.3381
H -22.4657 -14.0615 -2.4479
C -20.6266 -17.4820 4.1089
O -23.6769 -7.5183 -4.3915
H -21.6345 -17.6368 3.7238
O -17.2420 -16.8358 -5.5450
H -26.3300 -15.8476 3.5978
O -22.9633 -14.7388 -0.0402
O -16.5785 -12.2064 1.5418
H -19.7219 -17.6536 2.1843
H -18.6066 -17.9316 3.6086
O -23.9684 -14.1076 3.7989
H -17.8052 -12.8940 3.0858
H -23.2635 -14.5485 4.2733
H -18.4804 -8.8392 0.3974
H -16.2003 -15.1208 -6.2375
H -18.0724 -13.5953 -5.8106
C -19.6002 -18.0723 3.1833
C -24.3645 -9.7366 -3.8547
H -21.4315 -13.4928 0.3758
H -22.9701 -17.2120 -1.1731
H -27.0229 -17.1878 3.7220
H -17.4231 -14.0696 1.9154
O -27.1535 -16.2949 3.4031
C -21.7036 -13.7006 -1.7572
H -24.8488 -9.3538 -2.9564
H -22.9265 -12.7326 -0.2697
H -22.5211 -8.7542 -3.3089
H -20.6530 -18.0563 5.0350
H -19.0816 -15.0017 -5.3280
H -21.3867 -12.7252 -2.1263
H -23.3619 -14.6711 0.8305
H -15.9878 -14.3690 4.0229
H -20.8585 -14.3853 -1.8283
C -24.2360 -13.1511 -8.2622
H -19.7833 -16.1219 4.9797
C -19.2701 -8.5456 1.0889
H -24.1560 -10.7750 -3.5971
H -18.1442 -17.1378 -5.4171
H -15.5779 -12.6329 3.8544
H -23.8549 -13.1804 4.0078
H -25.2260 -13.0011 -8.6929
C -17.1883 -15.5812 -6.2385
H -25.1303 -13.2506 -6.3433
C -18.0703 -14.5994 -5.3863
O -23.4154 -13.9793 -9.0801
H -25.1359 -9.6707 -4.6220
H -22.9058 -6.9768 -4.5756
C -24.3261 -13.7793 -6.8550
H -22.5015 -9.2970 -4.9445
H -23.3759 -13.6662 -6.3331
H -19.5959 -19.1588 3.0955
C -16.9824 -13.2317 2.4556
H -18.8013 -8.0117 1.9155
H -17.4451 -15.6507 -7.2955
O -19.8406 -9.7346 1.6790
H -17.6660 -14.3775 -4.3986
C -15.8186 -13.5524 3.3210
H -19.1379 -10.3887 1.6772
C -22.2278 -13.5638 -0.3651
H -24.6964 -14.8038 -6.8178
C -23.1503 -8.8449 -4.1944
H -15.0255 -13.9340 2.6780
H -20.0558 -7.9200 0.6653
H -23.6635 -13.8438 -9.9975
H -23.5219 -18.6032 -1.4014
H -16.1568 -12.6255 0.7881
H -23.7911 -12.1615 -8.3664


Record 3
119
Properties=species:S:1:pos:R:3 method="wB97M-V/def2-TZVPD" mol_weight_g_mol=920.121 fmax_ha_per_bohr=0.101 orbital_gap_ev="5.23 / 7.08" e_homo_ev="-5.1 / -7.0" de_lowest_kcal_mol=94.8 multiplicity=3
C 0.4383 4.4170 3.4767
C 1.7963 -1.2460 2.5520
C 0.9162 0.6741 -2.6607
H -4.9861 0.2516 0.4359
H 3.5842 -2.2409 5.2428
H -0.5347 5.0928 -3.7644
H 7.4315 -4.6200 -2.2387
H 5.3536 -3.5329 -3.0399
H -3.3308 1.1250 5.8879
H 0.7242 4.8362 4.4784
C -3.1609 1.5356 3.7652
H -0.6204 5.7639 -1.2914
C 4.2983 -1.0609 3.6932
C 3.2833 -1.7954 4.3490
C -4.0927 3.2470 2.3081
H 3.3143 4.1061 3.8107
H 6.0427 -0.1559 4.6945
H 1.5019 -3.8257 -3.1233
N -3.0799 1.0252 -1.5796
H -3.4378 3.0411 0.2062
H 2.3278 0.8222 -4.4384
H 2.8600 4.6150 2.2113
O -0.1969 -2.7819 2.1110
H 1.4188 1.4665 -2.1080
H -0.6610 -1.4460 4.1422
H 5.1786 -4.1105 -1.4129
C 1.4523 0.3637 -3.9542
C -3.3171 -3.5600 -0.5003
C 1.4237 3.2895 3.0713
N 5.2732 -1.9794 -1.6125
C -0.6010 -1.0276 -2.7916
C -1.6129 -3.4726 -3.8451
C 0.8646 -0.7087 -4.5991
C 5.7698 -1.1099 4.2052
Ti -1.3182 0.7467 -0.2687
N -0.0619 0.0609 -2.0284
H 4.7713 0.0437 1.9411
C 0.8734 2.7208 1.8116
H 5.9024 -1.8240 4.9463
N 2.9210 -2.0934 -1.5607
H 6.0049 -1.2664 -1.6023
C 2.8792 3.7728 2.8503
S 4.0326 0.3522 -1.3002
C -1.7001 -1.8757 -1.9903
H 0.4245 5.2117 2.7148
H -1.9431 -4.4466 -4.2496
H 0.6345 1.5010 4.0597
C 1.4795 2.1055 4.1051
H 7.6762 -3.5102 -0.9559
C -1.3387 -0.6305 3.8970
H 2.7175 -3.6894 -0.1871
N -0.8274 -0.3923 1.5567
H 1.5240 2.5498 5.1451
C -2.5613 2.2727 -3.7036
C 3.9973 -0.3975 2.5085
H -4.5789 3.0697 4.3565
C -2.4318 1.0466 2.6058
H 2.6385 -0.0238 0.9356
H -0.5700 4.0194 3.5532
H -2.1312 -0.7084 5.9728
H 3.4393 2.9596 2.4360
C -3.3164 2.6912 1.2158
C 5.6700 -3.3281 -1.9922
C -0.9944 3.8784 -2.0359
C -2.8855 -3.9814 -1.7769
H -1.9304 3.6666 -5.2303
C 1.4346 -3.9871 -1.9842
H -4.2806 -0.8716 -4.0430
C -1.8831 3.3697 -4.1680
C -4.0142 2.6117 3.5327
C -4.8135 -1.0282 -3.0532
C -0.1382 -1.5108 -3.9873
H 1.2134 -5.0295 -1.7080
C 2.6910 -3.5150 -1.3028
N -1.5688 2.7315 -1.5426
N -2.5340 1.6558 1.4092
H 2.0494 -1.5501 -1.3308
H 0.6322 -3.4041 -1.5779
H 1.2536 -1.2143 -5.4642
H 6.4650 -1.2602 3.3374
C -0.4275 4.7204 -0.9517
C 2.0483 -1.9417 3.7283
C -5.6424 1.9436 -2.7824
N -1.9750 -1.3927 -0.7234
H -6.5778 0.7843 -0.4231
C 7.1872 -3.5933 -1.9842
C -2.7589 -2.2944 -0.0673
H 3.5519 -4.0295 -1.7325
H -6.5610 1.4934 -3.1218
H -5.8615 -0.9694 -3.2948
H -4.0627 -4.1573 0.0209
H -5.8702 2.6975 -2.0659
N 0.3136 2.1396 0.9946
Si -4.6835 0.4877 -2.0023
H -3.0171 -2.1488 0.9933
C -5.6016 0.0910 -0.4327
H -5.1351 2.3570 -3.6565
C -2.5017 2.0132 -2.2555
H 0.6660 4.6331 -0.7876
H -0.2966 -2.9153 -5.5046
C -2.1380 -3.1453 -2.5872
H 7.6541 -2.9912 -2.7428
C -2.9320 0.8701 4.9552
H -0.9202 4.4387 -0.0014
C -1.0308 4.1987 -3.3593
C 4.0219 -1.3682 -1.5171
C -0.7027 -2.7617 -4.5684
C -2.1602 -0.2252 5.0060
H 1.3634 -2.6839 4.1845
O 0.7718 -1.6329 0.1923
H 2.4027 1.4007 3.9948
H -4.5946 -1.9969 -2.5716
H -3.0239 -4.9875 -2.0940
S 0.2548 -1.5843 1.5685
H -4.9178 3.9374 2.1661
C -1.4853 -0.0025 2.6540
C 2.7627 -0.5547 1.8853
H -3.2013 1.6683 -4.3471
H -6.0441 -0.9951 -0.2972


Record 4
110
Properties=species:S:1:pos:R:3 method="wB97M-V/def2-TZVPD" mol_weight_g_mol=828.983 fmax_ha_per_bohr=0.065 orbital_gap_ev=6.79 e_homo_ev=-9.5 de_lowest_kcal_mol=27.0 total_charge=+1 multiplicity=1
S 5.1571 -18.4938 -2.1795
H 4.0576 -24.1662 0.1524
H 0.9787 -21.3334 -5.0577
H 7.9071 -20.2916 -5.4649
H 3.3598 -14.4368 0.7278
C 2.9970 -21.2445 -7.9525
H 0.3440 -19.4856 -8.0469
H 3.5603 -25.1076 -1.5208
H 9.4972 -18.1641 -5.7057
H 5.7005 -21.0113 -7.2031
H 6.2617 -22.0704 -0.3432
H -3.3399 -16.6290 -1.3991
H -0.4080 -19.8564 -2.0399
N 3.6901 -20.2499 -7.1296
C 3.4019 -23.3442 0.4462
H -2.3269 -15.3521 -2.2781
As 0.1887 -17.0061 -0.1852
H 0.6543 -16.7870 3.1661
C -2.7088 -15.2957 1.4189
H 1.7024 -20.7259 0.0803
H 1.6447 -13.1573 -2.0609
C 0.5833 -18.7854 -7.2468
H 4.5493 -25.8847 -2.6643
H 6.5763 -24.2284 -4.1259
C -0.1244 -13.5364 0.1445
H -2.2154 -19.7761 -2.3706
C 7.5295 -17.4576 -3.0856
C -0.4275 -16.4405 3.1561
H 0.3139 -16.5258 -3.8268
H 4.8561 -17.0450 -7.8157
H -2.6343 -18.8470 0.7949
C 3.4088 -16.8016 -5.2542
H 6.9422 -22.6518 -3.4301
H 4.1531 -24.3245 -5.5351
H 3.4480 -23.2314 1.5187
H 9.3304 -16.5397 -3.8451
Si 4.4666 -23.4564 -3.2411
H -3.1711 -18.2907 2.4922
C 5.6062 -21.4046 0.1178
H -0.3639 -15.3681 3.4422
Si 1.1375 -14.8071 -0.3924
H 2.7087 -22.1053 -2.5778
H 2.9597 -19.7205 0.9395
Si -1.0373 -17.5882 -1.9941
H -1.5276 -19.6069 -0.6366
H -0.4804 -13.7583 1.0848
H -2.2716 -14.5543 2.0462
H -0.2474 -20.7910 -6.2558
H 2.8763 -23.1058 -5.0968
C 3.7600 -21.9666 -2.3352
N 6.7667 -19.3194 -4.1213
H -0.9661 -13.6028 -0.5997
C 2.5576 -15.0957 0.8306
C 8.5801 -17.3407 -3.9685
H -1.7172 -19.1055 2.2020
H 3.3505 -17.9683 -8.4032
N 1.3149 -19.5007 -6.2306
C -1.3862 -19.4527 -1.7200
H 2.8816 -17.1611 -4.3760
H 4.4972 -22.6051 -5.5603
H 7.4438 -16.7582 -2.2830
H 5.5977 -19.3478 -6.8183
Si 3.8693 -21.7282 -0.4590
H 2.9062 -16.1438 0.6792
H 3.4428 -22.2086 -7.8229
C 5.1507 -20.1269 -7.4154
H 0.5959 -18.2767 -3.6143
C 0.4524 -20.4975 -5.5206
H -3.5806 -15.6371 1.8865
H -0.3358 -18.3242 -6.8509
C 3.9136 -23.3748 -4.9992
H -0.8926 -16.9557 3.9833
H 3.0187 -25.4935 -3.1337
H -0.1785 -19.9625 -4.7601
C 6.5693 -18.3749 -3.2036
C 1.6768 -14.2720 -2.1288
C 6.3618 -23.5853 -3.3293
C 8.7151 -18.2928 -4.9770
N 3.4663 -17.7619 -6.3434
H 1.1676 -17.9238 -7.5866
C 3.7970 -25.0891 -2.5443
H 6.8411 -24.1495 -2.4606
H -3.0743 -16.7334 -3.1451
H 3.1638 -16.3675 -7.8040
H 5.6778 -21.8168 1.1519
C 3.7588 -17.2501 -7.6616
Ga 4.3921 -20.4017 -3.2558
H 2.0226 -21.3077 -7.5627
Si -1.4592 -16.6965 1.5313
H 1.0301 -14.4894 -2.9329
H -2.8991 -14.8981 0.4941
H 5.9474 -20.3173 -0.0174
H 2.6522 -14.6177 -2.5393
H 0.2944 -12.4967 0.1406
C 2.6997 -20.2983 0.0156
O 3.2015 -19.7296 -4.5730
H -0.8641 -17.7057 -4.3607
O 6.0098 -20.4187 -4.1290
H 4.3344 -16.3789 -4.9029
C 7.8266 -19.3427 -4.9483
C -2.5720 -16.4402 -2.1918
P 2.9414 -19.3299 -6.0331
H 2.3984 -23.6384 0.1315
C -2.3647 -18.3538 1.7723
H 2.0960 -15.1061 1.8024
H 2.8624 -15.9839 -5.6310
H 2.5873 -19.5691 -0.8277
C -0.1403 -17.4312 -3.6302
H 5.3238 -19.9316 -8.4237
H 2.9682 -20.8649 -9.0361


Record 5
10
Properties=species:S:1:pos:R:3 method="wB97M-V/def2-TZVPD" mol_weight_g_mol=71.872 fmax_ha_per_bohr=0.075 orbital_gap_ev=9.28 e_homo_ev=-9.5 de_lowest_kcal_mol=87.0 multiplicity=1
C -0.7843 0.1906 0.0315
B 0.6975 -0.0563 0.0925
H 2.5592 0.6113 0.0850
H -0.5915 0.7048 -1.8342
H -2.8480 0.3857 -0.1353
O 1.6393 0.9299 0.3913
H 2.2197 -1.2406 -0.2524
O 1.2443 -1.1992 -0.2708
C -1.9966 -0.0262 0.4148
H -2.1397 -0.2999 1.4777


Record 6
60
Properties=species:S:1:pos:R:3 method="wB97M-V/def2-TZVPD" mol_weight_g_mol=717.602 fmax_ha_per_bohr=0.004 orbital_gap_ev="8.99 / 5.29" e_homo_ev="-14.2 / -14.2" total_charge=+2 multiplicity=3
O -1.1675 -2.1458 0.8184
H 0.7688 3.9699 1.3619
H 6.2640 -3.4453 -1.6968
H 2.0252 0.4934 -1.7296
H 2.8534 4.6558 2.2729
N 0.6054 2.9696 1.3876
F -4.9012 2.2222 1.0096
C -1.5882 1.0838 0.1025
F -2.0525 3.5816 -2.4779
C -2.2929 2.8129 -1.4252
H 2.8724 3.8405 0.0699
H 1.2602 -3.9631 0.9209
H 1.2229 -4.1667 -0.8363
H 3.7403 2.3612 0.4974
H 0.6965 -1.5362 -2.2572
O 1.6506 1.0468 0.7382
H 1.0091 4.2009 3.8460
C -1.3568 1.8937 -0.9889
H 0.0875 1.4869 2.7759
N -3.3523 -2.4840 0.3698
H 5.5307 -2.9046 -0.2056
H 2.7712 1.7573 3.2597
C -3.4986 2.9220 -0.7425
H 4.3001 3.6914 2.3553
H -4.2930 -2.7082 0.6463
C 5.0613 -1.7225 -1.9842
H 4.6144 -1.8938 -2.9626
N -2.5933 -2.5005 2.5439
H -0.8648 2.9599 2.8939
C -3.7512 2.1178 0.3591
F -0.1813 1.8068 -1.6506
S 1.8849 -1.9879 -0.1762
C 2.5534 -0.3750 -2.1237
C -2.7873 1.2081 0.7662
H -1.8316 -2.3948 3.1900
C 2.6213 2.8329 3.4122
H 3.8051 -3.9905 0.8392
F -4.4054 3.7936 -1.1440
H 3.2086 3.0844 4.2950
H 2.1925 -2.4865 -2.4852
H 3.0720 -5.4805 0.2773
C 2.9519 3.0427 0.8117
F -3.0369 0.4430 1.8453
H -3.1484 -2.3876 -0.6094
C 0.1415 2.5752 2.7394
H 2.8499 -0.1774 -3.1530
Au -0.1239 -0.2437 0.6644
C 3.2203 3.6280 2.2289
C 1.7387 -1.6472 -1.9599
C 1.8134 -3.7855 -0.0025
H 0.9137 2.7010 4.7352
H -3.5191 -2.6345 2.9133
S 4.0132 -0.5594 -1.0645
C -2.3489 -2.3581 1.2405
S 4.0965 -4.3332 -1.5261
C 1.6679 2.2863 0.9162
H 5.9942 -1.1710 -2.1249
C 5.3440 -3.0439 -1.2704
C 1.1461 3.1191 3.7541
C 3.1973 -4.4224 0.0444


Record 7
19
Properties=species:S:1:pos:R:3 method="wB97M-V/def2-TZVPD" mol_weight_g_mol=268.492 fmax_ha_per_bohr=0.027 orbital_gap_ev="5.71 / 7.08" e_homo_ev="-5.5 / -7.1" de_lowest_kcal_mol=0.0 multiplicity=7
H -1.4272 0.3618 3.9322
H -0.9702 -2.0040 -1.0535
H 3.4297 -0.4535 -0.6842
C 1.0006 -1.1233 -1.7439
H 3.1980 0.3715 -2.2635
H -3.0843 1.8118 2.8806
H -3.4041 0.1121 2.1979
H -0.9781 -1.1568 -2.5494
O -0.3772 0.5220 2.2057
Sm -0.6065 0.8971 -0.1930
C -0.4972 -1.1500 -1.5611
C -2.6867 1.0268 2.1956
H 1.3178 -1.0838 -2.7997
C -1.4342 0.5475 2.8427
H 1.5451 -1.9519 -1.2613
O 1.4895 0.1165 -1.1334
H 3.0850 1.3073 -0.7363
O -2.4775 1.5078 0.9349
C 2.8773 0.3415 -1.2103